Arrangement w

Computed, not measured: a 2-piece molecular cluster, C5H5NO2S overall, with ωB97M-V/def2-TZVPD.

The total charge is 0. For the highest occupied orbital energy, the calculation gives -9.21 eV.

Each line ends with the Löwdin charge.
Geometry (Å):
C -1.823 0.284 -0.137  -0.142
C -1.395 -0.566 0.932  -0.190
C -1.156 0.142 -1.321  -0.235
C -0.406 -1.329 0.582  -0.204
C 2.031 1.586 0.669  -0.389
N 2.635 0.634 0.230  0.204
O 1.321 2.241 1.346  0.112
O 1.331 -0.960 -1.520  -0.558
S -0.102 -1.274 -1.268  0.956
H -2.760 0.865 0.035  0.123
H -1.929 -0.512 1.877  0.117
H -1.145 0.644 -2.191  0.035
H 3.335 0.398 -0.417  0.067
H 0.062 -2.154 1.183  0.104

Arrangement x

Computed, not measured: a 2-piece molecular cluster, C5H5NO2S overall, with ωB97M-V/def2-TZVPD.

The total charge is 0. For the highest occupied orbital energy, the calculation gives -8.99 eV.

Each line ends with the Löwdin charge.
Geometry (Å):
O 2.864 -1.526 0.643  0.212
C 3.019 -0.483 0.187  -0.581
N 3.317 0.269 -0.941  0.172
O 2.705 0.843 0.331  0.075
H 4.262 0.456 -1.241  0.114
C -2.636 0.579 0.274  -0.193
C -1.250 0.831 0.074  -0.210
C -0.558 -0.258 -0.176  -0.415
S -1.599 -1.624 -0.305  0.989
C -2.925 -0.733 0.281  -0.423
H -3.187 1.480 0.533  0.106
H -0.664 1.701 0.125  0.095
H 0.474 -0.358 -0.270  0.022
H -3.821 -1.177 0.487  0.034

On energetic grounds, arrangement w is preferred over the next structure by 103.1 kJ/mol.

Arrangement w

Computed, not measured: a 2-piece molecular cluster, C5H12O2 overall, with ωB97M-V/def2-TZVPD.

The total charge is 0. For the highest occupied orbital energy, the calculation gives -8.72 eV.

Each line ends with the Löwdin charge.
Geometry (Å):
C -1.663 -0.444 1.986  -0.098
C -0.333 -0.506 1.251  -0.221
C -0.375 0.254 -0.066  -0.394
O -0.617 1.641 0.109  -0.008
C 0.889 -0.003 -0.853  -0.475
C 0.858 0.356 -2.310  -0.051
O 2.020 0.217 -0.146  0.041
H -1.968 0.594 2.152  0.073
H -2.450 -0.935 1.403  0.078
H -1.598 -0.945 2.955  0.071
H 0.478 -0.092 1.867  0.118
H -0.049 -1.539 1.024  0.105
H -1.196 -0.112 -0.694  0.156
H -0.022 1.953 0.804  0.103
H 0.740 -1.574 -1.048  0.168
H 1.818 0.599 -2.787  0.080
H 0.685 -0.776 -2.232  0.054
H 0.024 0.983 -2.658  0.087
H 2.760 0.327 -0.756  0.115

Arrangement x

Computed, not measured: an isolated molecule of C5H12O2, with ωB97M-V/def2-TZVPD.

The total charge is 0. For the highest occupied orbital energy, the calculation gives -9.65 eV.

Each line ends with the Löwdin charge.
Geometry (Å):
C 0.110 -0.887 -1.763  -0.071
C -1.100 0.032 -1.845  -0.270
O -0.950 1.233 -1.115  -0.152
C -1.142 1.157 0.278  -0.191
C 0.121 0.864 1.084  -0.214
O 0.253 -0.516 1.352  -0.219
C 1.516 -0.829 1.885  -0.119
H 0.247 -1.252 -0.743  0.058
H 1.011 -0.340 -2.060  0.082
H -0.016 -1.746 -2.430  0.077
H -2.005 -0.500 -1.510  0.118
H -1.261 0.348 -2.882  0.117
H -1.512 2.146 0.569  0.124
H -1.912 0.414 0.536  0.132
H 0.985 1.237 0.513  0.131
H 0.092 1.411 2.041  0.126
H 1.709 -0.268 2.814  0.089
H 2.323 -0.605 1.170  0.091
H 1.531 -1.899 2.106  0.090

Arrangement y

Computed, not measured: a 2-piece molecular cluster, C5H12O2 overall, with ωB97M-V/def2-TZVPD.

The total charge is 0. For the highest occupied orbital energy, the calculation gives -9.97 eV.

Each line ends with the Löwdin charge.
Geometry (Å):
C 2.735 0.558 1.601  -0.105
C 1.349 0.023 1.234  -0.224
C 1.290 -0.325 -0.230  -0.311
O 1.030 -1.419 -0.673  0.042
H 3.504 -0.203 1.431  0.079
H 2.991 1.437 0.997  0.075
H 2.773 0.852 2.653  0.074
H 1.088 -0.868 1.814  0.118
H 0.590 0.793 1.429  0.114
H 1.514 0.522 -0.918  0.133
C -1.929 -0.439 -1.893  -0.084
C -1.815 0.089 -0.471  -0.349
O -3.036 0.593 0.034  -0.075
H -2.556 -1.339 -1.926  0.077
H -2.378 0.319 -2.542  0.078
H -0.944 -0.713 -2.284  0.065
H -1.405 -0.693 0.187  0.105
H -1.120 0.937 -0.441  0.104
H -3.681 -0.125 -0.001  0.084

Arrangement z

Computed, not measured: an isolated molecule of C5H12O2, with ωB97M-V/def2-TZVPD.

The total charge is 0. For the highest occupied orbital energy, the calculation gives -9.91 eV.

Each line ends with the Löwdin charge.
Geometry (Å):
O -1.699 -0.603 -2.302  -0.034
C -0.605 -1.459 -1.927  -0.322
C 0.478 -0.917 -1.086  -0.237
C -0.185 -0.125 0.078  -0.226
C 0.802 0.209 1.192  -0.181
C 0.231 1.307 2.155  -0.257
O -0.148 2.365 1.307  -0.092
H -1.180 -0.020 -2.757  0.027
H 0.071 -1.802 -2.826  0.137
H -1.087 -2.392 -1.403  0.151
H 0.913 -1.924 -0.685  0.141
H 1.390 -0.354 -1.549  0.144
H -0.634 0.756 -0.347  0.099
H -1.013 -0.724 0.420  0.111
H 1.621 0.573 0.666  0.079
H 1.107 -0.728 1.692  0.121
H -0.667 1.014 2.780  0.123
H 1.120 1.698 2.860  0.141
H -0.513 3.127 1.733  0.075

On energetic grounds, arrangement y is preferred over the next structure by 40.6 kJ/mol.

Arrangement w

Computed, not measured: an isolated molecule of C5H12O2, with ωB97M-V/def2-TZVPD.

The total charge is 0. For the highest occupied orbital energy, the calculation gives -10.04 eV.

Each line ends with the Löwdin charge.
Geometry (Å):
C -2.342 0.582 0.939  -0.105
C -0.903 0.074 1.047  -0.211
C -0.178 0.230 -0.297  -0.362
O -0.285 1.569 -0.743  -0.030
C 1.309 -0.270 -0.304  -0.387
C 1.472 -1.593 -1.043  -0.046
O 2.167 0.638 -0.977  -0.034
H -2.345 1.630 0.629  0.070
H -2.893 0.020 0.175  0.079
H -2.889 0.496 1.883  0.070
H -0.363 0.647 1.819  0.114
H -0.886 -0.974 1.375  0.116
H -0.736 -0.346 -1.046  0.145
H 0.188 2.127 -0.112  0.097
H 1.654 -0.396 0.736  0.141
H 1.002 -1.533 -2.031  0.087
H 2.539 -1.784 -1.192  0.082
H 1.034 -2.434 -0.496  0.083
H 2.457 1.318 -0.360  0.092

Arrangement x

Computed, not measured: a 2-piece molecular cluster, C5H12O2 overall, with ωB97M-V/def2-TZVPD.

The total charge is 0. For the highest occupied orbital energy (alpha / beta), the calculation gives -8.78 / -8.78 eV.

Each line ends with the Löwdin charge.
Geometry (Å):
C -0.188 -2.191 1.162  -0.105
C 0.683 -0.939 1.231  -0.205
C -0.049 0.326 0.789  -0.527
O 0.696 1.483 0.821  -0.174
C -0.338 0.407 -0.662  0.008
C -1.316 1.405 -1.155  -0.049
O 1.620 1.073 -1.404  -0.066
H -1.073 -2.093 1.803  0.074
H -0.539 -2.387 0.140  0.068
H 0.364 -3.079 1.488  0.071
H 1.031 -0.766 2.255  0.118
H 1.581 -1.053 0.609  0.117
H -1.000 0.411 1.359  0.158
H 1.557 1.353 -0.414  0.028
H -0.030 -0.373 -1.353  0.128
H -1.436 2.215 -0.434  0.097
H -1.049 1.806 -2.137  0.088
H -2.274 0.876 -1.274  0.105
H 1.483 1.899 -1.889  0.066

On energetic grounds, arrangement w is preferred over the next structure by 254.4 kJ/mol.

Arrangement w

Computed, not measured: an isolated molecule of C5H12O2, with ωB97M-V/def2-TZVPD.

The total charge is 0. For the highest occupied orbital energy, the calculation gives -9.76 eV.

Each line ends with the Löwdin charge.
Geometry (Å):
C -2.739 -0.525 0.428  -0.069
O -1.361 -0.309 0.838  -0.204
C -0.611 -0.007 -0.319  -0.171
C 0.884 0.245 0.127  -0.600
C 1.711 -1.029 -0.094  -0.033
C 1.473 1.416 -0.658  -0.031
O 0.887 0.591 1.488  -0.021
H -3.145 0.393 -0.009  0.090
H -3.263 -0.757 1.353  0.087
H -2.872 -1.366 -0.262  0.090
H -1.007 0.901 -0.795  0.125
H -0.637 -0.838 -1.038  0.129
H 1.224 -1.876 0.392  0.087
H 1.817 -1.240 -1.155  0.080
H 2.699 -0.899 0.348  0.085
H 1.492 1.196 -1.723  0.085
H 2.486 1.600 -0.313  0.086
H 0.887 2.314 -0.483  0.084
H 0.075 0.190 1.876  0.100

Arrangement x

Computed, not measured: a 2-piece molecular cluster, C5H12O2 overall, with ωB97M-V/def2-TZVPD.

The total charge is 0. For the highest occupied orbital energy, the calculation gives -9.80 eV.

Each line ends with the Löwdin charge.
Geometry (Å):
C -1.805 -1.354 1.643  -0.097
C -0.425 -0.754 1.402  -0.180
C -0.310 -0.152 0.011  -0.427
O -1.230 0.483 -0.474  0.052
C 0.983 -0.421 -0.721  -0.185
C 1.231 0.377 -1.996  -0.097
H -2.579 -0.625 1.393  0.074
H -1.949 -2.231 1.003  0.079
H -1.936 -1.664 2.684  0.073
H -0.227 0.059 2.117  0.130
H 0.368 -1.496 1.553  0.111
H 0.934 -1.498 -0.945  0.128
H 1.800 -0.300 -0.001  0.123
H 0.287 0.661 -2.472  0.078
H 1.794 1.288 -1.775  0.062
H 1.812 -0.212 -2.712  0.072
O 0.582 2.602 0.173  -0.054
H -0.241 2.213 -0.158  0.016
H 0.928 3.089 -0.585  0.041

On energetic grounds, arrangement x is preferred over the next structure by 69.1 kJ/mol.